# 1
{
  "formula": "C37H111BN5O22S",
  "method": "the ωB97M-V functional and the def2-TZVPD basis",
  "max_force_ev_per_a": 4.7,
  "total_charge": 1,
  "species": ["C", "O", "C", "C", "C", "C", "C", "C", "C", "C", "C", "C", "C", "N", "N", "C", "S", "C", "N", "B", "O", "N", "C", "C", "N", "C", "O", "C", "O", "C", "C", "O", "H", "H", "H", "H", "H", "H", "H", "H", "H", "H", "H", "H", "H", "H", "H", "H", "H", "H", "H", "H", "H", "H", "H", "H", "H", "H", "H", "H", "H", "H", "H", "H", "H", "H", "H", "H", "H", "H", "H", "H", "H", "H", "H", "C", "O", "H", "H", "H", "H", "C", "O", "H", "H", "H", "H", "C", "O", "H", "H", "H", "H", "C", "O", "H", "H", "H", "H", "C", "O", "H", "H", "H", "H", "C", "O", "H", "H", "H", "H", "C", "O", "H", "H", "H", "H", "C", "O", "H", "H", "H", "H", "C", "O", "H", "H", "H", "H", "C", "O", "H", "H", "H", "H", "C", "O", "H", "H", "H", "H", "C", "O", "H", "H", "H", "H", "C", "O", "H", "H", "H", "H", "C", "O", "H", "H", "H", "H", "C", "O", "H", "H", "H", "H", "C", "O", "H", "H", "H", "H", "C", "O", "H", "H", "H", "H"],
  "xyz": [[-4.503036, 2.051853, 0.239592], [-5.075968, 0.919931, 0.945941], [-5.523243, -0.054976, -0.015913], [-4.801225, -1.455415, 0.157303], [-3.354506, -1.408395, -0.482938], [-2.399632, -2.519342, 0.163668], [-1.061712, -2.509068, -0.672588], [0.204649, -3.028134, 0.116414], [0.518934, -2.209223, 1.429784], [1.486128, -0.977664, 1.090302], [1.312132, 0.131210, 2.220253], [2.709479, 0.446023, 2.918864], [3.139983, 1.903832, 2.422894], [3.327580, 1.988561, 0.965852], [4.679028, 2.031772, 0.558002], [4.877021, 0.851970, 0.052326], [4.964116, -0.565803, -0.742579], [2.501757, 2.919962, 0.297799], [1.570205, 3.837985, 0.862936], [2.183434, 5.140062, 1.307087], [2.381869, 6.145318, 0.291408], [2.558755, 5.512084, 2.687829], [1.527739, 5.154078, 3.687392], [3.923383, 5.066761, 3.064939], [2.562627, 2.907854, -1.028701], [1.765266, 3.782099, -1.893659], [0.356482, 3.559182, -1.771004], [-0.295581, 4.163494, -2.897188], [-0.165607, 5.571082, -2.774846], [-1.315807, 6.287338, -3.235594], [-1.733320, 7.282650, -2.034642], [-1.132984, 6.935979, -0.788473], [-3.556665, 1.682627, -0.249943], [-4.255092, 2.855111, 0.987244], [-5.231595, 2.493144, -0.496290], [-6.627058, -0.211455, 0.130757], [-5.360113, 0.264886, -1.085250], [-5.406418, -2.223199, -0.406364], [-4.696223, -1.726551, 1.241384], [-3.381713, -1.634835, -1.585564], [-2.844418, -0.407472, -0.360843], [-2.277930, -2.236054, 1.241676], [-2.951924, -3.496786, 0.132135], [-0.861524, -1.458458, -1.045031], [-1.214345, -3.204650, -1.547247], [1.092995, -2.972930, -0.572616], [0.051771, -4.104777, 0.406585], [1.057801, -2.826859, 2.205395], [-0.393497, -1.786299, 1.928096], [2.555847, -1.314555, 1.031283], [1.165541, -0.528645, 0.108273], [0.846766, 1.070592, 1.796900], [0.629984, -0.261224, 3.027262], [2.582982, 0.527770, 4.039148], [3.531519, -0.256616, 2.621856], [4.152260, 2.087567, 2.901052], [2.445854, 2.646349, 2.885857], [0.997612, 3.408249, 1.600265], [1.464910, 6.370906, 0.026207], [1.668182, 5.858265, 4.565133], [0.470706, 5.348484, 3.328905], [1.607227, 4.112554, 4.110970], [3.981052, 4.509562, 4.035733], [4.421171, 4.468186, 2.236165], [4.566654, 5.993136, 3.170291], [3.208177, 2.254963, -1.481731], [2.023295, 4.877304, -1.791269], [2.031765, 3.524470, -2.966746], [-1.350909, 3.783750, -2.873047], [0.151414, 3.831041, -3.881282], [-1.132197, 6.936455, -4.132149], [-2.218033, 5.653067, -3.446054], [-2.864540, 7.310811, -1.991242], [-1.397337, 8.317528, -2.319175], [-1.350015, 6.025496, -0.544373], [-6.536437, 2.911107, 3.211934], [-6.056642, 4.126952, 3.792650], [-7.108661, 3.149546, 2.317262], [-5.691915, 2.275613, 2.939305], [-7.181032, 2.392235, 3.924137], [-5.554458, 3.888283, 4.579261], [-1.801239, 2.719189, 3.306277], [-0.842875, 1.821850, 3.858028], [-1.315062, 3.320882, 2.537385], [-2.622766, 2.156579, 2.855840], [-2.187833, 3.378553, 4.087453], [-1.293894, 1.302959, 4.531628], [-2.780863, -4.821233, 2.774244], [-3.709373, -3.744283, 2.872646], [-2.783051, -5.196636, 1.752520], [-1.779470, -4.466672, 3.025663], [-3.072890, -5.625509, 3.454523], [-3.687239, -3.432151, 3.781967], [-0.434514, -7.240266, 1.359079], [0.030913, -6.020975, 1.936597], [-1.007673, -7.010178, 0.464957], [0.418583, -7.868583, 1.089846], [-1.074305, -7.764193, 2.074183], [0.533306, -6.252379, 2.724169], [-1.245528, -8.826927, -2.395459], [-1.578238, -7.710750, -1.571933], [-0.722703, -9.565598, -1.789989], [-2.156935, -9.269819, -2.800131], [-0.595134, -8.501809, -3.211140], [-2.037533, -7.074109, -2.128230], [-8.574513, 3.896463, 6.423955], [-8.507492, 4.322470, 5.069253], [-9.615301, 3.701403, 6.676940], [-7.993999, 2.977816, 6.555175], [-8.185216, 4.678785, 7.080386], [-7.573779, 4.490674, 4.863692], [-1.845131, -9.820519, 4.431259], [-1.379992, -8.604472, 5.006292], [-2.419245, -9.588871, 3.535399], [-0.992550, -10.449365, 4.162339], [-2.484893, -10.344260, 5.145804], [-0.877776, -8.837793, 5.792681], [6.903322, 2.527925, -2.988817], [7.366873, 3.268725, -1.863978], [7.519481, 2.774466, -3.850211], [6.982459, 1.455869, -2.783059], [5.861651, 2.792733, -3.201723], [6.809568, 3.036510, -1.114971], [1.375712, 8.638697, -4.303959], [0.463927, 9.723635, -4.184951], [1.341784, 8.262107, -5.325550], [2.388522, 8.981524, -4.078013], [1.089786, 7.840317, -3.612937], [0.511567, 10.039239, -3.277110], [8.103889, 1.274309, -6.935226], [7.779416, 2.434384, -6.168971], [8.614341, 0.559776, -6.292978], [7.187822, 0.821893, -7.323132], [8.762156, 1.552943, -7.761464], [7.330611, 3.047786, -6.758403], [-6.046313, 5.578702, -0.834170], [-6.847279, 4.460918, -1.195953], [-5.079605, 5.489163, -1.329578], [-6.530950, 6.504007, -1.155149], [-5.896286, 5.595269, 0.248773], [-7.693411, 4.560890, -0.748387], [-7.338181, 1.541184, 9.291321], [-8.236660, 2.638540, 9.383283], [-7.349235, 1.166924, 8.268408], [-6.325373, 1.866099, 9.545424], [-7.652575, 0.743960, 9.969620], [-8.210934, 2.952167, 10.292304], [4.200330, -4.191774, 0.130006], [3.402344, -5.324783, -0.173091], [5.171569, -4.307691, -0.350009], [3.715054, -3.285635, -0.248742], [4.339414, -4.114750, 1.211988], [2.550215, -5.200962, 0.260205], [1.403229, -12.299415, -0.903167], [0.918516, -10.976958, -0.700682], [0.623654, -12.885637, -1.386964], [2.287980, -12.277800, -1.544432], [1.653109, -12.755964, 0.057960], [1.621271, -10.478024, -0.273571], [11.580623, 2.694972, -6.576899], [11.507044, 1.918510, -7.766581], [10.629924, 2.620115, -6.050338], [12.380332, 2.313460, -5.936673], [11.772528, 3.740772, -6.830891], [12.354612, 1.999164, -8.214002], [-4.303250, -8.161982, -5.240798], [-2.972145, -8.660130, -5.172979], [-4.802243, -8.372080, -4.295764], [-4.289104, -7.081651, -5.408436], [-4.845096, -8.655454, -6.051361], [-2.551631, -8.464235, -6.015700], [6.650464, -2.719992, -6.376065], [7.378238, -1.724303, -5.666082], [7.247485, -3.048193, -7.225099], [6.452880, -3.574108, -5.723243], [5.706455, -2.304287, -6.738666], [6.833575, -1.449822, -4.923029]],
  "forces_ev_per_angstrom": [[0.1, -0.1, 0.4], [0.3, 0.5, -1.5], [-0.5, -1.6, 0.0], [0.6, 1.0, -0.7], [0.3, -1.0, 0.5], [-0.5, 1.3, -0.7], [0.1, -0.6, 0.7], [-0.4, -0.2, 0.5], [1.1, 0.6, -0.6], [-1.3, 0.3, 0.6], [1.0, -1.0, 0.4], [-0.8, 1.8, -0.9], [1.6, -1.3, 2.6], [-3.4, 2.9, 1.1], [1.3, -3.9, -1.9], [-0.2, -0.6, -1.3], [0.1, 3.5, 2.1], [-0.2, -0.4, -0.8], [0.9, -1.6, 0.5], [0.8, 2.8, -0.5], [-1.0, -1.8, 1.5], [-1.0, -1.9, -0.5], [-0.2, 0.8, 1.2], [1.3, 1.1, -0.4], [-0.1, 0.4, 0.6], [-0.1, 0.9, -1.9], [0.7, 0.3, -0.8], [0.0, -0.4, -0.1], [-1.0, -1.0, -0.9], [-1.0, 1.5, 1.1], [-0.3, 0.1, -1.1], [-0.3, 0.2, -0.2], [-0.9, 0.7, 0.2], [-0.2, -0.8, -0.6], [0.7, -0.5, 0.6], [0.9, 0.3, -0.1], [-0.1, 0.0, 1.1], [0.5, 0.7, 0.8], [-0.4, 0.2, -1.0], [-0.2, 0.4, 0.9], [-0.7, -0.9, 0.0], [0.1, -0.4, -1.0], [0.8, 0.8, 0.0], [-0.3, -1.1, 0.3], [0.2, 0.9, 0.6], [-0.7, -0.1, 0.6], [0.1, 1.0, -0.4], [-0.7, 0.4, -0.8], [0.7, -0.6, -0.6], [-1.0, 0.3, -0.1], [0.5, -0.5, 0.7], [0.4, -1.0, 0.6], [0.5, 0.5, -1.0], [0.4, -0.3, -1.2], [-0.9, 0.4, 0.5], [-1.1, 0.1, -0.7], [0.5, -0.5, -1.0], [0.6, 0.0, -0.2], [0.5, 0.1, -0.6], [-0.3, -0.8, -0.9], [1.2, -0.3, 0.2], [-0.2, 0.7, -0.5], [-0.3, 0.3, -0.9], [-0.5, 0.4, 1.0], [-0.6, -1.1, 0.0], [-0.3, 0.4, 0.3], [-0.2, -1.3, 0.4], [0.1, 0.1, 1.2], [0.8, 0.6, 0.2], [-0.1, 0.1, 1.0], [0.2, -0.9, 0.6], [1.1, 0.1, 0.1], [1.2, 0.0, 0.2], [-0.2, -1.0, 0.6], [-0.1, 0.2, -0.3], [0.2, -0.3, 0.2], [0.2, 0.2, 0.1], [0.1, 0.1, 0.1], [-0.2, -0.1, -0.1], [-0.1, -0.1, -0.2], [0.1, 0.0, -0.1], [-0.2, -0.3, 0.3], [0.1, 0.1, 0.0], [0.0, -0.1, 0.0], [-0.1, 0.2, -0.1], [-0.1, 0.1, -0.2], [0.1, 0.0, 0.0], [0.0, 0.2, 0.4], [-0.2, 0.1, -0.1], [0.0, 0.1, 0.1], [0.1, -0.2, -0.1], [0.2, -0.1, -0.1], [-0.1, 0.0, -0.1], [0.0, 0.0, 0.2], [0.3, 0.2, 0.0], [0.1, 0.0, 0.1], [-0.2, -0.1, -0.1], [0.0, -0.1, -0.1], [-0.1, 0.0, 0.0], [-0.1, 0.0, 0.0], [0.0, 0.2, 0.1], [0.0, 0.2, 0.1], [0.2, -0.1, -0.1], [0.0, -0.2, -0.1], [0.0, -0.1, 0.0], [0.2, 0.2, -0.3], [0.0, 0.0, 0.1], [0.1, 0.0, 0.0], [-0.1, 0.0, 0.2], [-0.1, -0.2, 0.2], [-0.4, 0.1, -0.2], [0.2, 0.0, 0.3], [0.0, 0.2, -0.1], [0.1, 0.1, 0.1], [-0.2, -0.2, -0.1], [0.0, -0.1, -0.2], [0.0, 0.1, 0.0], [0.0, 0.1, 0.4], [0.0, 0.0, 0.0], [-0.1, 0.0, 0.1], [-0.1, -0.1, -0.2], [0.0, -0.1, -0.2], [0.1, 0.1, 0.0], [0.0, 0.2, 0.3], [-0.2, -0.1, -0.1], [-0.1, 0.1, 0.0], [0.1, -0.2, -0.1], [0.2, -0.2, -0.1], [0.0, 0.1, -0.1], [0.0, 0.2, -0.3], [-0.1, 0.1, 0.2], [-0.1, 0.1, 0.0], [0.1, -0.2, 0.0], [0.0, -0.2, 0.0], [0.1, 0.0, 0.1], [-0.3, -0.1, 0.2], [0.1, -0.1, 0.0], [-0.1, -0.1, 0.0], [0.2, 0.1, 0.1], [0.1, 0.2, 0.0], [0.0, -0.1, -0.1], [-0.1, 0.2, 0.3], [0.0, 0.0, -0.1], [-0.1, 0.1, 0.0], [0.1, -0.2, 0.0], [0.2, -0.1, -0.1], [-0.1, 0.0, -0.1], [-0.4, -0.2, 0.1], [0.1, 0.1, 0.0], [-0.1, -0.1, 0.0], [0.1, 0.2, 0.1], [0.2, 0.2, 0.0], [0.0, -0.1, -0.1], [0.2, 0.2, 0.1], [-0.1, 0.0, 0.0], [0.0, 0.1, 0.0], [0.0, -0.2, 0.0], [0.0, -0.2, -0.1], [-0.1, 0.0, 0.0], [0.2, 0.0, -0.2], [-0.1, -0.1, 0.0], [0.0, 0.0, -0.1], [-0.1, 0.2, 0.2], [0.0, 0.1, 0.2], [-0.1, -0.1, 0.0], [0.2, 0.0, -0.2], [0.0, 0.0, 0.1], [0.1, 0.0, 0.0], [-0.2, 0.0, 0.0], [-0.2, 0.1, 0.1], [0.0, -0.1, 0.1], [-0.1, 0.1, 0.2], [0.1, 0.0, 0.0], [0.0, 0.1, 0.1], [-0.1, -0.1, -0.2], [0.0, -0.2, -0.1], [0.1, 0.0, 0.0]]
}

=====

# 2
{
  "formula": "C37H14F19O2Si",
  "method": "the ωB97M-V functional and the def2-TZVPD basis",
  "max_force_ev_per_a": 4.0,
  "total_charge": 1,
  "species": ["F", "C", "C", "C", "F", "C", "C", "C", "C", "C", "C", "C", "C", "F", "C", "C", "F", "C", "C", "H", "H", "H", "H", "H", "H", "H", "H", "H", "F", "C", "C", "F", "C", "F", "C", "Si", "C", "C", "F", "C", "F", "C", "F", "C", "F", "C", "F", "C", "C", "F", "C", "F", "C", "F", "C", "F", "C", "F", "O", "C", "C", "C", "C", "O", "C", "F", "C", "F", "H", "H", "H", "H", "H"],
  "xyz": [[-5.530680, -7.316868, -2.183132], [-4.216631, -7.161346, -1.794341], [-3.482748, -8.326109, -1.497616], [-2.140135, -8.141441, -1.137673], [-1.388132, -9.264257, -0.851513], [-1.545818, -6.890094, -1.059315], [-2.294917, -5.728387, -1.387305], [-1.638097, -4.452920, -1.392759], [-2.233425, -3.214428, -1.326551], [-1.619063, -2.009881, -1.670411], [-2.318874, -0.873700, -2.143316], [-1.662907, 0.113811, -2.936977], [-2.411736, 1.094071, -3.564239], [-1.764239, 2.000078, -4.380691], [-3.798883, 1.219095, -3.422572], [-4.406370, 0.290974, -2.570284], [-5.766050, 0.419438, -2.348574], [-3.723668, -0.741233, -1.936908], [-3.671574, -5.887087, -1.729967], [-3.940966, -9.318928, -1.541145], [-0.494736, -6.803190, -0.807925], [-0.550899, -4.480567, -1.352268], [-3.284187, -3.206748, -1.017900], [-0.573094, -1.994459, -1.963061], [-0.580572, 0.073682, -3.056056], [-4.369823, 1.933517, -3.994892], [-4.243769, -1.423118, -1.262023], [-4.271095, -5.027849, -2.026940], [0.460478, 6.506836, -3.197525], [0.667204, 5.598391, -2.226820], [1.956743, 5.181423, -1.904117], [3.005619, 5.695258, -2.578212], [2.143697, 4.274083, -0.859516], [3.426634, 4.006669, -0.507584], [1.094544, 3.710313, -0.120764], [1.295329, 2.476375, 1.268697], [2.953831, 1.624347, 1.241020], [3.936487, 1.595394, 2.247070], [3.808275, 2.391369, 3.333951], [5.116140, 0.856204, 2.160696], [6.053870, 0.919667, 3.129062], [5.377396, 0.088160, 1.024810], [6.536362, -0.590093, 0.897478], [4.462656, 0.114930, -0.021581], [4.693377, -0.589045, -1.152809], [3.336466, 0.935617, 0.085524], [2.638026, 1.172388, -1.058435], [1.113473, 3.438730, 2.922183], [1.519482, 4.774394, 3.097675], [2.127997, 5.424978, 2.071403], [1.465958, 5.455345, 4.317571], [1.889002, 6.734137, 4.418224], [1.022685, 4.795099, 5.461437], [1.008527, 5.416969, 6.655390], [0.644553, 3.459593, 5.350791], [0.274484, 2.783782, 6.456310], [0.713501, 2.818179, 4.111705], [0.494855, 1.474002, 4.091255], [0.137956, 1.192046, 0.854033], [0.170033, -0.099759, 0.680111], [-0.303976, -1.110314, 1.508328], [0.618345, -2.229238, 1.362071], [1.163494, -2.011780, -0.051162], [0.788323, -0.605920, -0.372721], [-0.176381, 4.188966, -0.460100], [-1.236959, 3.799165, 0.303664], [-0.409184, 5.097919, -1.493500], [-1.661946, 5.531096, -1.749836], [-1.025468, -0.924443, 2.365059], [1.478263, -2.215309, 2.081525], [0.163584, -3.213703, 1.473129], [2.255063, -2.073351, -0.117086], [0.724289, -2.750921, -0.742047]],
  "forces_ev_per_angstrom": [[1.7, 0.3, 0.5], [-0.7, -0.5, -0.1], [0.2, 0.7, 0.1], [0.1, -1.0, 0.3], [-1.0, 1.6, -0.4], [-0.1, 0.2, -0.5], [-0.8, -1.2, 0.1], [0.6, 0.4, 0.7], [-0.9, -0.2, 0.6], [0.4, -0.6, -1.2], [-1.3, 1.5, -0.1], [0.1, -0.5, 0.4], [0.3, 0.9, -0.7], [-0.8, -1.2, 1.1], [0.7, -1.0, 0.3], [-1.2, 0.0, 0.5], [1.8, -0.2, -0.3], [0.2, 0.3, -0.1], [0.4, 0.1, -0.1], [0.2, 0.4, 0.0], [-0.1, -0.1, 0.0], [0.0, -0.1, -0.4], [0.3, 0.1, -0.5], [0.0, -0.2, 0.4], [-0.3, 0.1, -0.1], [0.0, 0.2, 0.1], [0.0, 0.3, -0.4], [0.1, -0.3, 0.1], [0.2, -0.8, 0.8], [-0.2, 0.2, -0.2], [0.3, 0.2, -0.1], [-0.7, -0.4, 0.6], [0.5, 0.0, 0.2], [-0.8, 0.0, -0.3], [-0.2, 0.7, -0.7], [-0.6, -0.7, -0.2], [1.2, -0.4, -0.1], [-0.1, 0.4, 0.4], [-0.1, -0.7, -0.5], [0.5, 0.0, 0.2], [-0.8, 0.0, -0.6], [0.5, -0.2, -0.1], [-1.2, 0.6, 0.2], [-0.2, 0.0, -0.4], [-0.1, 0.6, 0.7], [-0.1, 0.1, -0.8], [0.3, -0.4, 0.7], [-0.2, -0.2, 0.5], [0.5, 0.1, -0.4], [-0.6, -0.3, 0.5], [0.2, 0.4, 0.0], [-0.3, -1.0, -0.2], [0.0, 0.2, 0.3], [0.0, -0.6, -1.1], [-0.1, -0.4, 0.3], [0.2, 0.4, -0.8], [0.1, -0.5, 0.0], [-0.1, 0.8, -0.1], [0.5, 2.6, 0.0], [-1.4, -2.4, 2.9], [-1.3, 3.1, 1.1], [1.0, -1.6, 0.1], [0.0, 0.4, 0.2], [2.1, -0.8, -1.7], [-0.2, 0.0, 0.3], [0.6, 0.1, -0.7], [-0.4, 0.1, 0.2], [0.8, -0.3, 0.1], [1.5, -0.2, -1.1], [-0.8, 0.1, -0.2], [0.0, -0.2, -0.1], [-0.3, 0.1, -0.1], [0.1, 0.8, -0.1]]
}

=====

Number 1: M 1021.19 g/mol, gap between HOMO and LUMO 6.92 eV, lowest unoccupied orbital energy -4.01 eV. Number 2: M 879.56 g/mol, gap between HOMO and LUMO 4.33 eV, lowest unoccupied orbital energy -6.27 eV.